# 1
The following is a DFT calculation (the ωB97M-V functional and the def2-TZVPD basis) of the molecule C21H25N3O5S in a non-equilibrium geometry.

For the HOMO-LUMO gap, the calculation gives 8.19 eV. The calculation puts the energy relative to the best compared isomer or geometry (same formula, charge and spin) at 3.027 eV. The LUMO energy is 0.503 eV. The HOMO energy comes out at -7.7 eV. As for the charge: 0. The SMILES is COc1cccc(N2CCN(S(=O)(=O)c3ccc4c(c3)N(C(C)=O)CCO4)CC2)c1.

XYZ file:
```
55
Properties=species:S:1:pos:R:3:forces:R:3
C -1.903 4.064 -0.826 -0.17 0.15 -0.09
O -0.980 3.099 -0.387 0.17 -0.39 0.16
C -1.468 1.965 0.222 0.06 -0.07 0.15
C -2.794 1.553 0.158 -0.04 0.28 -0.23
C -3.139 0.367 0.781 0.06 0.00 0.01
C -2.215 -0.388 1.471 -0.07 -0.18 0.14
C -0.876 0.022 1.554 -0.22 0.26 -0.15
N 0.064 -0.730 2.226 0.17 -0.23 0.10
C -0.310 -1.994 2.826 -0.12 0.02 0.09
C 0.953 -2.777 3.235 -0.45 -0.22 0.17
N 2.083 -2.444 2.412 0.15 -0.53 -0.88
S 2.166 -3.169 0.913 0.19 -0.12 0.05
O 3.485 -2.919 0.414 -0.07 0.40 -0.04
O 1.742 -4.527 1.102 -0.39 0.14 0.05
C 0.999 -2.353 -0.176 0.49 -0.39 0.31
C -0.241 -2.918 -0.404 -0.12 -0.07 -0.06
C -1.124 -2.272 -1.245 0.12 0.15 -0.07
C -0.779 -1.062 -1.841 0.14 -0.13 0.14
C 0.487 -0.498 -1.610 -0.06 -0.33 0.21
C 1.378 -1.179 -0.789 0.11 0.00 -0.08
N 0.842 0.701 -2.263 -0.07 -0.10 -0.04
C 1.703 1.612 -1.706 -0.08 0.29 -0.32
C 1.960 2.870 -2.504 0.15 0.01 0.21
O 2.238 1.428 -0.635 0.26 0.03 0.33
C 0.075 0.919 -3.472 -0.40 -0.06 -0.16
C -1.409 0.788 -3.129 0.20 0.44 -0.25
O -1.707 -0.509 -2.667 0.04 -0.29 0.11
C 2.474 -1.053 2.491 0.22 0.44 0.01
C 1.260 -0.160 2.801 0.10 0.00 0.05
C -0.527 1.207 0.903 0.02 0.26 0.02
H -1.312 4.935 -1.108 -0.08 -0.03 -0.01
H -2.600 4.344 -0.031 0.01 -0.02 -0.03
H -2.474 3.723 -1.699 0.01 0.01 0.06
H -3.545 2.126 -0.362 -0.05 0.08 -0.06
H -4.165 0.030 0.735 -0.08 -0.04 0.01
H -2.550 -1.289 1.956 0.00 -0.11 0.08
H -0.865 -2.573 2.086 -0.04 0.03 0.12
H -0.951 -1.847 3.711 -0.03 -0.08 -0.08
H 1.222 -2.568 4.275 0.02 -0.04 -0.08
H 0.787 -3.849 3.126 -0.12 0.09 0.25
H -0.482 -3.863 0.054 -0.11 -0.11 0.03
H -2.099 -2.679 -1.461 -0.12 -0.06 -0.02
H 2.375 -0.804 -0.639 0.03 0.08 -0.05
H 1.060 3.480 -2.545 -0.09 0.05 -0.09
H 2.731 3.432 -1.983 -0.02 -0.05 0.01
H 2.304 2.645 -3.511 -0.04 0.03 -0.12
H 0.266 1.902 -3.893 0.00 -0.07 0.03
H 0.342 0.152 -4.209 -0.01 0.14 0.00
H -2.038 0.948 -4.008 0.09 0.01 0.08
H -1.666 1.519 -2.354 0.00 -0.03 -0.08
H 3.228 -0.940 3.279 -0.03 0.05 -0.12
H 2.932 -0.787 1.541 0.06 0.21 0.09
H 1.436 0.838 2.411 0.01 -0.03 0.09
H 1.132 -0.082 3.892 0.04 0.10 -0.06
H 0.488 1.565 0.882 0.12 0.01 0.00
```
Positions in Å, forces in eV/Å.

=====

# 2
The following is a DFT calculation (the ωB97M-V functional and the def2-TZVPD basis) of a structure of composition C21H25N3O6PtS.

For the HOMO-LUMO gap (alpha / beta), the calculation gives 9.37 / 5.36 eV. The calculation puts the energy relative to the best compared isomer or geometry (same formula, charge and spin) at 0.000 eV. The LUMO energy (alpha / beta) is -5.130 / -9.180 eV. The HOMO energy (alpha / beta) comes out at -14.5 / -14.5 eV. As for the charge: +2. As for the spin multiplicity: 5.

XYZ file:
```
57
Properties=species:S:1:pos:R:3:forces:R:3
Pt 0.441 2.586 -0.509 0.06 -0.13 0.05
N 1.566 4.293 0.332 0.01 0.03 -0.04
C 1.841 5.348 -0.668 -0.02 0.00 0.04
C 0.555 6.017 -1.148 0.07 -0.04 -0.08
C -0.259 5.119 -2.065 -0.02 0.00 0.12
O -0.787 5.791 -3.019 -0.02 0.06 -0.07
O -0.441 3.908 -1.946 -0.01 -0.02 -0.03
H 1.146 4.695 1.166 0.01 -0.05 0.03
H 2.442 3.854 0.611 0.01 0.04 0.02
H 2.388 4.892 -1.493 -0.02 0.00 -0.02
H 2.478 6.122 -0.239 0.00 -0.01 0.02
H 0.790 6.945 -1.669 -0.01 0.01 0.01
H -0.107 6.278 -0.316 -0.01 0.01 0.00
C 2.112 -4.273 -3.431 0.01 0.00 -0.02
C 2.158 -3.044 -2.571 0.00 -0.03 0.01
C 1.874 -1.791 -3.114 0.00 0.07 0.00
C 1.970 -0.640 -2.348 0.03 -0.02 -0.03
C 2.355 -0.745 -1.017 -0.10 -0.12 0.00
C 2.647 -1.981 -0.451 0.02 0.04 0.04
C 2.540 -3.120 -1.231 0.01 0.00 -0.01
S 2.437 0.681 -0.009 0.02 0.14 -0.09
O 1.065 0.873 0.616 -0.08 -0.03 0.08
O 3.478 0.547 0.947 0.04 0.00 0.03
O 2.517 1.858 -0.938 0.00 0.03 -0.04
H 1.305 -4.220 -4.161 0.00 -0.01 0.00
H 1.995 -5.180 -2.839 -0.01 0.00 0.02
H 3.045 -4.369 -3.990 0.00 0.00 0.00
H 1.603 -1.715 -4.160 0.00 0.01 0.00
H 1.785 0.331 -2.788 -0.01 0.00 0.00
H 2.986 -2.041 0.575 0.00 0.00 0.01
H 2.792 -4.083 -0.804 0.00 0.00 0.01
C -2.028 -3.142 1.986 0.00 0.02 -0.01
N -1.748 -2.214 0.898 0.01 -0.01 -0.02
N -1.919 -0.907 1.024 -0.03 -0.01 0.10
C -1.533 -0.286 -0.191 0.06 -0.06 -0.06
O -1.575 0.916 -0.343 -0.04 0.05 -0.04
C -1.138 -1.377 -1.062 -0.01 0.02 -0.03
C -1.287 -2.534 -0.375 -0.01 0.05 0.03
C -1.044 -3.944 -0.772 0.00 -0.01 0.01
C -2.328 -0.265 2.244 0.01 0.00 -0.05
C -3.662 -0.317 2.619 -0.03 -0.02 0.00
C -4.037 0.294 3.805 0.02 0.00 0.00
C -3.085 0.944 4.581 -0.02 0.00 0.00
C -1.756 0.995 4.179 0.01 -0.01 -0.02
C -1.363 0.388 2.995 0.02 0.03 0.03
H -1.778 -2.663 2.929 0.00 -0.01 0.01
H -1.423 -4.030 1.835 -0.01 -0.01 0.00
H -3.086 -3.406 1.977 0.00 0.00 0.01
H -0.795 -1.264 -2.077 0.00 0.01 0.01
H -0.742 -3.969 -1.816 0.01 -0.01 0.00
H -1.942 -4.551 -0.654 -0.01 0.01 0.00
H -0.245 -4.386 -0.175 0.01 0.00 -0.01
H -4.393 -0.814 1.994 0.00 0.00 -0.01
H -5.071 0.267 4.119 0.00 0.00 0.00
H -3.382 1.416 5.507 0.00 0.00 0.00
H -1.022 1.500 4.791 0.00 0.00 0.00
H -0.335 0.414 2.657 0.00 -0.01 0.00
```
Positions in Å, forces in eV/Å.

=====

- Which value of energy relative to the best compared isomer or geometry (same formula, charge and spin) does entry 1 give?
  3.027 eV

=====

- Among the records above, which one has the lowest energy relative to the best compared isomer or geometry (same formula, charge and spin)?
  C21H25N3O6PtS

=====

- The highest energy relative to the best compared isomer or geometry (same formula, charge and spin) belongs to which entry?
  C21H25N3O5S